1.
Molecular formula: C23H26CuN4O3
Method: DFT, ωB97M-V/def2-TZVPD

Results
* energy relative to the best compared isomer or geometry (same formula, charge and spin): 101.9 kcal/mol
* maximum force: 6.1 eV Å⁻¹
* total charge: +1
* HOMO-LUMO gap (alpha / beta): 6.44 / 6.44 eV

Positions of all 57 atoms, in Å:
C -2.231 3.873 -0.596
C -3.549 3.717 -1.347
H -1.776 4.832 -0.821
H -2.513 3.901 0.507
C -4.122 2.512 -1.264
C -3.283 1.383 -0.847
H -2.532 0.971 -1.605
H -3.993 0.640 -0.327
C -3.950 4.823 -2.252
H -3.252 5.687 -2.420
H -4.916 5.288 -1.991
H -4.131 4.331 -3.228
C -5.531 2.437 -1.697
H -5.569 2.488 -2.808
H -6.220 3.223 -1.293
H -6.012 1.485 -1.407
Cu 1.584 -1.424 0.171
O 0.674 0.344 0.203
C -0.606 0.580 0.479
O 0.452 -1.822 1.708
C -0.557 -1.177 2.178
O -1.157 -1.553 3.290
N -1.097 -0.047 1.634
C -2.300 -0.580 3.515
C -2.321 0.316 2.351
H -2.087 -0.050 4.440
H -3.293 -1.026 3.565
H -2.333 1.319 2.740
H -3.141 0.199 1.652
C -1.488 1.560 -0.105
C -0.888 2.821 -0.738
H -2.132 1.857 0.795
H 0.228 2.756 -0.851
H -1.124 2.825 -1.908
C 5.742 -2.819 3.699
C 6.330 -2.876 2.431
C 5.549 -2.569 1.319
C 4.194 -2.211 1.440
C 3.625 -2.103 2.724
C 4.409 -2.418 3.841
N 3.403 -1.994 0.315
N 4.080 -2.241 -0.780
C 3.246 -2.395 -1.819
C 3.630 -2.756 -3.119
C 2.616 -2.890 -4.085
C 1.280 -2.664 -3.748
C 0.982 -2.299 -2.444
N 1.925 -2.211 -1.497
H 6.314 -3.043 4.597
H 7.386 -3.159 2.304
H 5.939 -2.589 0.310
H 2.570 -1.788 2.822
H 3.944 -2.351 4.843
H 4.708 -2.983 -3.219
H 2.875 -3.231 -5.080
H 0.472 -2.814 -4.444
H -0.057 -2.086 -2.135

2.
Molecular formula: C7H11N5
Method: DFT, ωB97M-V/def2-TZVPD

Results
* energy relative to the best compared isomer or geometry (same formula, charge and spin): 101.4 kcal/mol
* maximum force: 4.1 eV Å⁻¹
* total charge: +2
* HOMO-LUMO gap: 8.00 eV

Positions of all 23 atoms, in Å:
C 0.532 2.326 1.586
C 1.154 0.571 0.256
C -0.202 0.562 0.657
C -0.551 -1.268 -0.728
C 1.648 -0.447 -0.619
C -2.505 0.119 -0.210
C 1.097 -2.464 -1.798
N 1.594 1.823 0.895
N -0.534 1.545 1.470
N -1.117 -0.330 0.066
N 0.727 -1.359 -0.893
N 2.731 2.526 1.067
H 0.651 3.220 2.210
H -1.137 -2.063 -1.236
H -2.921 0.983 0.368
H -2.556 0.483 -1.247
H -3.000 -0.828 0.021
H 1.107 -3.530 -1.504
H 2.200 -2.326 -1.996
H 0.619 -2.334 -2.733
H -1.416 1.933 1.731
H 3.589 2.308 0.595
H 2.769 3.442 1.451

Repeat the second record exactly.
Molecular formula: C7H11N5
Method: DFT, ωB97M-V/def2-TZVPD

Results
* energy relative to the best compared isomer or geometry (same formula, charge and spin): 101.4 kcal/mol
* maximum force: 4.1 eV Å⁻¹
* total charge: +2
* HOMO-LUMO gap: 8.00 eV

Positions of all 23 atoms, in Å:
C 0.532 2.326 1.586
C 1.154 0.571 0.256
C -0.202 0.562 0.657
C -0.551 -1.268 -0.728
C 1.648 -0.447 -0.619
C -2.505 0.119 -0.210
C 1.097 -2.464 -1.798
N 1.594 1.823 0.895
N -0.534 1.545 1.470
N -1.117 -0.330 0.066
N 0.727 -1.359 -0.893
N 2.731 2.526 1.067
H 0.651 3.220 2.210
H -1.137 -2.063 -1.236
H -2.921 0.983 0.368
H -2.556 0.483 -1.247
H -3.000 -0.828 0.021
H 1.107 -3.530 -1.504
H 2.200 -2.326 -1.996
H 0.619 -2.334 -2.733
H -1.416 1.933 1.731
H 3.589 2.308 0.595
H 2.769 3.442 1.451